1.
Formula: H2O4P2
Source: OMol25
Level of theory: ωB97M-V/def2-TZVPD

Last column: natural (NBO) charge in e.
Geometry (Å):
O  -1.62077  -1.66709  0.53559  -1.109
O  0.15243  2.17312  0.53108  -1.165
O  -0.01046  -0.85395  2.28415  -1.115
O  -1.13856  1.15847  -1.41054  -1.153
P  -0.44085  -0.83663  0.86957  1.722
P  -0.04734  1.04890  -0.41885  1.752
H  1.99055  -1.52480  -1.45367  -0.850
H  1.11501  0.50199  -0.93734  -0.082

Computed properties:
HOMO energy (spin up / spin down): 1.232 / 1.231 eV
total charge: -2

---

2.
Formula: C18H18Cl9N3
Source: OMol25
Level of theory: ωB97M-V/def2-TZVPD

Last column: natural (NBO) charge in e.
Geometry (Å):
Cl  -4.31771  -3.68829  -4.42839  0.039
C  -4.12071  -2.17969  -3.56802  -0.282
Cl  -2.99630  -1.06476  -4.39248  0.015
Cl  -3.63327  -2.40299  -1.88168  0.006
H  -5.08555  -1.69224  -3.52829  0.227
Cl  -0.58727  -0.05330  -1.31759  0.040
C  -1.01421  -1.17087  -0.04162  -0.286
Cl  -2.38483  -0.58159  0.92514  -0.004
Cl  0.40498  -1.43865  0.98501  0.006
H  -1.36088  -2.10397  -0.46345  0.238
Cl  -0.02120  -4.00227  -1.97911  -0.002
C  0.48984  -4.98971  -0.58203  -0.268
Cl  -0.46844  -4.62337  0.86895  0.017
Cl  2.19748  -4.70808  -0.18102  0.028
H  0.32056  -5.99814  -0.93171  0.233
C  -4.81434  3.64036  -0.16278  -0.174
C  -4.22691  2.63829  0.58756  -0.261
C  -3.33680  3.05150  1.59178  0.038
N  -3.10371  4.31524  1.93220  -0.420
C  -3.69178  5.25730  1.19832  0.036
C  -4.58019  4.95817  0.17463  -0.260
H  -5.50297  3.43777  -0.97506  0.216
H  -4.39148  1.57238  0.53859  0.225
H  -2.77676  2.32850  2.17421  0.193
H  -3.51344  6.31346  1.36568  0.190
H  -4.96726  5.78387  -0.40860  0.216
C  4.05182  -0.94858  4.38257  -0.175
C  2.97263  -1.30014  3.60185  -0.257
C  2.56896  -2.64965  3.54942  0.038
N  3.25980  -3.60039  4.13886  -0.416
C  4.35093  -3.25999  4.86855  0.020
C  4.69726  -1.95339  5.10113  -0.258
H  4.26376  0.10859  4.46835  0.219
H  2.50400  -0.51910  3.01554  0.216
H  1.65869  -2.87246  3.00611  0.193
H  4.85976  -4.13084  5.25516  0.201
H  5.49798  -1.68248  5.77812  0.220
C  2.31099  1.29120  -2.11399  -0.167
C  2.61891  0.57167  -3.26343  -0.265
C  2.67475  1.24546  -4.46833  0.029
N  2.53921  2.57598  -4.55561  -0.418
C  2.30384  3.26433  -3.43924  0.029
C  2.20163  2.67546  -2.19204  -0.264
H  2.24115  0.79218  -1.15769  0.221
H  2.63562  -0.50969  -3.21150  0.221
H  2.83003  0.73504  -5.40879  0.194
H  2.37364  4.33668  -3.58114  0.195
H  2.06781  3.23122  -1.27412  0.222

Computed properties:
HOMO energy: -9.560 eV
SMILES: ClC(Cl)Cl.ClC(Cl)Cl.ClC(Cl)Cl.c1ccncc1.c1ccncc1.c1ccncc1

---

3.
Formula: C8H16N4O2S
Source: OMol25
Level of theory: ωB97M-V/def2-TZVPD

Last column: natural (NBO) charge in e.
Geometry (Å):
C  -0.61655  0.11902  -0.26883  0.687
C  0.45704  -3.27603  0.71521  -0.408
C  -0.93086  -3.11556  1.20467  -0.430
C  0.59813  -1.99038  -0.23998  -0.211
C  -1.15053  -1.62566  1.29439  -0.220
C  1.18529  1.33358  -1.47500  0.425
C  1.77764  1.19889  -2.83032  -0.664
C  1.53562  2.38830  -0.41838  -0.737
N  0.28186  0.41887  -1.31825  -0.499
N  -1.64689  0.86946  -0.01069  -0.842
N  -1.05106  3.59644  0.56390  -1.177
N  -0.42494  -1.08343  0.18271  -0.360
O  -0.41756  1.64109  2.06897  -0.988
O  -2.70005  2.07073  1.77756  -0.999
S  -1.40582  2.24989  1.22688  2.377
H  1.15375  -3.23878  1.53866  0.209
H  0.82937  -4.17006  0.19501  0.230
H  -1.56410  -3.68384  0.52066  0.219
H  -1.08891  -3.53565  2.21029  0.229
H  1.60223  -1.64042  -0.26653  0.218
H  0.28948  -2.20724  -1.34340  0.212
H  -2.20071  -1.23834  1.25178  0.216
H  -0.74858  -1.13961  2.17859  0.232
H  2.62340  1.82851  -2.81582  0.214
H  1.05104  1.34421  -3.64351  0.251
H  2.18664  0.16339  -2.83895  0.236
H  0.90910  3.24798  -0.55569  0.298
H  2.52206  2.84399  -0.41607  0.231
H  1.25494  2.01510  0.56105  0.262
H  -2.42356  0.48293  0.47917  0.410
H  -1.88746  4.13263  0.47193  0.382

Computed properties:
HOMO energy: -9.136 eV

---

4.
Formula: C8H9F
Source: OMol25
Level of theory: ωB97M-V/def2-TZVPD

Last column: natural (NBO) charge in e.
Geometry (Å):
C  -1.85102  1.65731  0.11464  -0.033
C  -0.46606  1.66677  -0.40407  -0.363
C  -2.63642  0.58033  0.28720  -0.462
C  -2.26963  -0.69454  -0.29727  0.354
C  0.32384  0.60818  -0.39002  0.166
C  1.06943  -0.45476  -0.10113  -0.041
C  1.56173  -1.41900  -1.17419  -0.632
C  1.85627  -0.35550  1.18607  -0.625
F  -3.02721  -1.71878  0.24004  -0.372
H  -2.09321  2.65871  0.43769  0.209
H  -0.20082  2.75307  -0.73945  0.230
H  -3.62379  0.56646  0.64033  0.221
H  2.09376  -0.74508  -1.83169  0.228
H  2.30559  -2.23444  -0.78250  0.212
H  0.73807  -1.97594  -1.63382  0.245
H  1.15787  -0.24524  2.00741  0.228
H  2.50753  -1.20317  1.27944  0.217
H  2.55407  0.55562  1.16133  0.220

Computed properties:
HOMO energy: -8.268 eV

---

5.
Formula: C37H74O23S7
Source: OMol25
Level of theory: ωB97M-V/def2-TZVPD

Last column: Löwdin charge in e.
Geometry (Å):
O  0.03449  5.67647  1.91187  -0.312
S  0.74115  4.77677  2.77013  0.626
O  2.10928  5.11403  2.92923  -0.282
C  -0.13254  4.68200  4.32578  -0.212
C  -0.91777  3.35586  4.31109  -0.176
C  -1.06063  2.96710  2.77357  -0.189
C  0.39461  3.13686  2.37826  -0.257
H  -0.86672  5.47958  4.43461  0.106
H  0.50349  4.85014  5.17327  0.098
H  -0.41520  2.53476  4.81911  0.106
H  -1.91871  3.51039  4.71868  0.114
H  -1.74085  3.65728  2.31191  0.109
H  -1.38590  1.93767  2.66437  0.078
H  0.69562  2.94132  1.32861  0.106
H  1.03281  2.55109  3.03719  0.112
O  2.24961  4.97794  -1.75433  -0.329
S  0.97811  5.34364  -2.32922  0.687
O  1.02233  5.57204  -3.76216  -0.328
C  -0.33292  4.08065  -2.01068  -0.204
C  -1.25606  4.76889  -1.05517  -0.243
C  -1.26585  6.26473  -1.31607  -0.196
C  0.22445  6.57871  -1.31274  -0.238
H  0.16777  3.15591  -1.64243  0.080
H  -0.74236  3.91065  -3.00547  0.087
H  -2.27317  4.31842  -1.08545  0.118
H  -0.90554  4.53238  -0.04166  0.089
H  -1.82137  6.80698  -0.56692  0.117
H  -1.69613  6.58447  -2.27422  0.124
H  0.64441  6.52398  -0.28359  0.107
H  0.40234  7.55985  -1.76296  0.113
O  4.48943  0.83637  3.76972  -0.308
S  3.76839  -0.32012  3.32800  0.665
O  2.37168  -0.09596  3.01100  -0.327
C  4.72003  -1.12153  2.05164  -0.223
C  4.45623  -2.61398  2.28628  -0.220
C  4.66816  -2.81698  3.80801  -0.196
C  3.82194  -1.70932  4.46435  -0.216
H  5.75817  -0.85775  2.25554  0.113
H  4.45100  -0.71781  1.07628  0.084
H  3.48349  -2.97637  1.95499  0.102
H  5.22742  -3.16137  1.67714  0.123
H  5.71477  -2.66007  4.05001  0.111
H  4.40874  -3.83210  4.12707  0.118
H  4.30827  -1.38713  5.37050  0.094
H  2.73101  -1.94882  4.68826  0.132
O  1.75003  1.79660  -0.64079  -0.311
S  2.69775  1.18158  -1.56704  0.685
O  3.31805  0.01177  -0.96545  -0.310
C  2.00968  0.97749  -3.09325  -0.236
C  2.92557  1.60849  -4.20365  -0.145
C  3.74386  2.67775  -3.47537  -0.212
C  3.93936  2.33144  -2.04070  -0.239
H  1.09293  1.51203  -3.11470  0.082
H  1.79006  -0.05471  -3.20162  0.094
H  3.54975  0.81288  -4.65324  0.112
H  2.38750  1.99132  -5.06208  0.111
H  3.14986  3.58354  -3.37563  0.088
H  4.69658  2.84478  -3.97105  0.123
H  3.85932  3.16006  -1.33006  0.105
H  4.94430  1.86263  -1.90564  0.126
O  3.18158  -6.36162  -2.82621  -0.314
S  2.66499  -5.08108  -2.43122  0.679
O  1.19843  -5.01181  -2.24868  -0.329
C  3.55550  -4.55840  -1.05495  -0.231
C  3.88885  -3.07888  -1.25864  -0.188
C  4.17052  -2.89211  -2.76788  -0.203
C  3.20810  -3.78818  -3.52444  -0.239
H  4.43948  -5.15344  -0.94451  0.108
H  2.92127  -4.78204  -0.18034  0.098
H  3.09912  -2.40579  -1.12886  0.062
H  4.77539  -2.74660  -0.74456  0.107
H  5.11823  -3.34978  -3.06756  0.116
H  4.10256  -1.89343  -3.18407  0.105
H  3.72853  -4.24649  -4.41734  0.126
H  2.32966  -3.21178  -3.87992  0.111
O  0.79837  -4.22960  0.84435  -0.310
S  -0.56091  -4.61379  0.68367  0.674
O  -1.36032  -4.70515  1.89492  -0.340
C  -1.44327  -3.62691  -0.52341  -0.223
C  -2.54752  -4.57322  -0.93417  -0.204
C  -1.87734  -5.95133  -1.19997  -0.184
C  -0.87122  -6.19587  -0.07463  -0.223
H  -0.65752  -3.37471  -1.25805  0.105
H  -1.88135  -2.75194  -0.02440  0.099
H  -3.32110  -4.54191  -0.14305  0.117
H  -3.08661  -4.15532  -1.78165  0.114
H  -1.33216  -5.93782  -2.15047  0.108
H  -2.55904  -6.80664  -1.26902  0.115
H  0.03454  -6.48809  -0.56307  0.075
H  -1.15339  -6.92962  0.67973  0.112
O  -3.63598  2.59806  -2.58428  -0.330
S  -4.16995  2.06574  -3.81660  0.640
O  -5.45082  2.57656  -4.19589  -0.305
C  -2.89335  2.37219  -5.08008  -0.185
C  -1.94424  1.15119  -4.81435  -0.212
C  -2.77946  -0.09437  -4.53177  -0.204
C  -4.02939  0.33473  -3.75345  -0.238
H  -2.44975  3.37587  -4.87005  0.113
H  -3.35170  2.37886  -6.05470  0.093
H  -1.20662  1.05478  -5.63514  0.124
H  -1.40686  1.38831  -3.90114  0.073
H  -2.28462  -0.90612  -4.00786  0.103
H  -3.06694  -0.48065  -5.49280  0.106
H  -3.88300  0.03450  -2.70901  0.096
H  -4.90538  -0.09995  -4.23773  0.115
C  -0.77913  -0.36970  3.31489  -0.048
O  -1.91018  -0.18748  4.17423  -0.018
C  -1.67450  -0.37727  5.48155  -0.605
O  -0.60101  -0.38984  6.03745  0.132
O  -2.88453  -0.48935  6.02490  0.008
C  -2.92984  -0.57952  7.45369  -0.043
H  -0.46671  -1.42529  3.27561  0.111
H  0.05071  0.28095  3.61683  0.081
H  -1.09427  -0.12536  2.32231  0.063
H  -3.97694  -0.50500  7.76642  0.093
H  -2.47147  0.23918  8.00591  0.095
H  -2.57164  -1.54474  7.81731  0.099
C  1.03916  -1.23751  0.62881  -0.035
O  0.52858  -1.34126  -0.74513  -0.025
C  -0.40567  -0.43949  -1.09396  -0.580
O  -0.61832  -0.22668  -2.26547  0.105
O  -1.06952  0.07102  -0.03698  -0.020
C  -1.83723  1.23052  -0.23168  -0.016
H  1.38163  -0.22468  0.87391  0.075
H  1.87934  -1.92209  0.63191  0.063
H  0.27579  -1.64077  1.30883  0.074
H  -1.30208  2.06461  0.22399  0.081
H  -2.77896  1.00901  0.21298  0.097
H  -2.02814  1.48130  -1.26111  0.066
C  -6.05428  -0.05840  -0.71023  0.001
O  -4.93080  -0.87905  -0.31304  -0.003
C  -4.98244  -1.38338  0.89721  -0.634
O  -5.90509  -1.17436  1.71256  0.083
O  -3.90910  -2.06375  1.12948  -0.008
C  -3.70581  -2.70434  2.42845  0.034
H  -6.31955  0.70255  0.00844  0.106
H  -6.89115  -0.70318  -0.87309  0.092
H  -5.81466  0.26142  -1.70817  0.064
H  -2.99982  -3.49498  2.24997  0.049
H  -4.60206  -3.25847  2.62016  0.095
H  -3.44772  -1.96629  3.18117  0.096

Computed properties:
HOMO energy: -10.169 eV
SMILES: O=S1(=O)CCCC1.O=S1(=O)CCCC1.O=S1(=O)CCCC1.O=S1(=O)CCCC1.O=S1(=O)CCCC1.O=S1(=O)CCCC1.O=S1(=O)CCCC1.COC(=O)OC.COC(=O)OC.COC(=O)OC

---

6.
Formula: C20H20N2O3
Source: OMol25
Level of theory: ωB97M-V/def2-TZVPD

Last column: natural (NBO) charge in e.
Geometry (Å):
C  5.23286  -2.21166  -1.64447  -0.256
O  4.89340  -0.80781  -1.75108  -0.496
C  3.59605  -0.45343  -1.55185  0.325
C  3.24863  0.91985  -1.66424  -0.279
C  1.96394  1.33198  -1.35248  -0.169
C  1.00507  0.41315  -0.88550  -0.104
C  -0.32547  0.93277  -0.39784  -0.102
C  -1.59539  0.23338  -0.86429  0.030
C  -2.81309  0.91615  -0.75170  -0.227
C  -4.03275  0.31873  -1.04942  -0.208
C  -4.06441  -1.01504  -1.48201  -0.014
C  -5.37148  -1.73547  -1.66697  -0.631
C  -2.84953  -1.62478  -1.81111  -0.228
C  -1.63367  -0.98118  -1.56384  -0.211
N  -0.32823  1.21960  1.06603  -0.449
C  -0.94904  2.42458  1.44042  0.641
O  -1.51517  3.15363  0.60256  -0.627
C  -0.86752  2.80526  2.81862  -0.378
C  -0.14455  2.09410  3.70257  0.092
N  0.49489  0.96330  3.29578  -0.421
C  1.28733  0.20843  4.24869  -0.391
C  0.45398  0.48672  1.98535  0.801
O  1.07324  -0.54386  1.73357  -0.618
C  1.32116  -0.94493  -0.88983  -0.066
C  2.58499  -1.39564  -1.24800  -0.343
H  6.31656  -2.22096  -1.74017  0.202
H  4.93265  -2.64197  -0.67883  0.183
H  4.77441  -2.79235  -2.45598  0.181
H  4.01050  1.63281  -1.97683  0.225
H  1.67718  2.38314  -1.45593  0.215
H  -0.37522  1.92172  -0.84376  0.251
H  -2.80871  1.95207  -0.43088  0.251
H  -4.96455  0.88043  -0.93208  0.210
H  -5.21352  -2.81885  -1.71303  0.215
H  -6.05565  -1.51603  -0.83888  0.218
H  -5.88855  -1.43423  -2.58860  0.220
H  -2.84867  -2.61841  -2.27124  0.209
H  -0.72122  -1.43162  -1.94044  0.218
H  -1.34009  3.73516  3.10346  0.244
H  0.00754  2.34019  4.76065  0.218
H  1.16625  0.69397  5.21785  0.199
H  0.94400  -0.82521  4.30314  0.224
H  2.34331  0.21216  3.96950  0.219
H  0.58425  -1.68965  -0.58807  0.213
H  2.79428  -2.47021  -1.21885  0.218

Computed properties:
HOMO energy: -8.148 eV
SMILES: COc1ccc([C@@H](c2ccc(C)cc2)n2c(=O)ccn(C)c2=O)cc1

---

Table of E (Eh), in record order: -984.8804, -5002.6399, -1082.0299, -409.8848, -5971.9504, -1109.3640
Table of relative energy (zero: lowest compared OMol25 entry of this formula, charge and spin) (kJ/mol), in record order: 196.5, 36.9, 0.0, 292.0, 0.0, 212.0